# 1
This record from the Open Molecules 2025 dataset describes 12 unconnected molecules or ions with the total composition H25O12. The level of theory is wB97M-V/def2-TZVPD.

Element x y z (Å)
O (2.011, -0.641, 2.549)
H (2.687, -1.330, 2.703)
H (2.634, 0.078, 2.246)
O (-3.245, -0.773, -0.678)
H (-4.064, -0.709, -1.169)
H (-2.906, -1.673, -0.695)
O (1.981, 1.555, -2.339)
H (3.341, 1.213, -0.938)
O (-0.678, 2.219, -2.401)
H (-1.117, 1.369, -2.648)
H (-1.566, 2.672, -2.453)
O (-0.377, 2.013, 0.209)
H (-0.488, 2.281, -0.816)
H (-1.290, 1.958, 0.524)
O (-0.108, -4.295, -0.009)
H (-0.089, -4.500, 0.947)
H (0.751, -3.901, -0.073)
O (1.046, -0.180, 0.065)
H (1.227, -0.696, 0.896)
H (0.291, 0.447, 0.349)
O (-2.952, 1.666, 0.580)
H (-3.353, 1.954, 1.408)
H (-3.149, 0.764, 0.366)
O (3.191, 0.995, 0.003)
H (1.920, 0.550, -0.043)
H (3.060, 1.937, 0.279)
O (-2.468, -3.265, -1.135)
H (-1.815, -3.713, -0.596)
H (-2.428, -3.476, -2.061)
O (2.032, 3.329, 0.622)
H (1.171, 2.941, 0.491)
H (2.185, 3.929, 1.317)
O (-0.489, -2.681, 2.421)
H (0.233, -2.198, 2.881)
H (-0.550, -3.531, 2.826)
H (1.235, 1.259, -2.912)
H (2.138, 2.432, -2.715)

Output
LUMO level in eV: -2.7
M in g/mol: 217.19
Energy above the lowest of the compared OMol25 structures with the same formula, charge and spin in kcal/mol: 11.5
Charge: +1


# 2
This record from the Open Molecules 2025 dataset describes a molecular structure, H26HeNeO13. The level of theory is wB97M-V/def2-TZVPD.

Element x y z (Å)
He (-1.923, -0.232, -0.851)
Ne (0.263, 0.029, -0.052)
O (1.612, 1.642, 2.818)
H (2.360, 1.945, 2.305)
H (1.871, 1.785, 3.728)
O (-0.235, -2.786, 2.295)
H (-0.585, -3.479, 2.855)
H (0.487, -3.201, 1.822)
O (-1.522, 3.398, -0.908)
H (-0.627, 3.620, -1.163)
H (-1.861, 2.885, -1.642)
O (-0.620, -0.257, 3.166)
H (0.087, 0.370, 3.016)
H (-0.288, -1.082, 2.813)
O (3.015, 2.556, 0.557)
H (3.369, 1.753, 0.176)
H (2.670, 3.045, -0.190)
O (-0.777, 3.364, 2.081)
H (-0.833, 3.385, 1.126)
H (-0.045, 2.776, 2.266)
O (0.296, -2.585, -2.449)
H (0.572, -3.051, -3.238)
H (1.034, -2.012, -2.238)
O (2.642, -1.040, 1.140)
H (2.720, -0.969, 2.091)
H (2.305, -1.924, 0.992)
O (-3.293, 0.174, 1.800)
H (-3.566, -0.662, 1.421)
H (-2.411, 0.011, 2.132)
O (-1.721, -3.180, -0.386)
H (-1.047, -3.143, -1.066)
H (-1.256, -2.969, 0.424)
O (-1.194, -0.867, -3.960)
H (-0.726, -0.631, -4.760)
H (-0.579, -1.419, -3.476)
O (2.244, -0.810, -1.763)
H (2.172, -0.785, -0.809)
H (2.296, 0.110, -2.024)
O (-2.036, 1.698, -3.350)
H (-1.895, 0.764, -3.197)
H (-2.978, 1.777, -3.500)

Output
LUMO level in eV: -0.6
M in g/mol: 258.38
Charge: 0


# 3
This record from the Open Molecules 2025 dataset describes 12 unconnected molecules or ions with the total composition H26NO11. The level of theory is wB97M-V/def2-TZVPD.

Element x y z (Å)
N (-0.626, -0.040, 0.425)
H (-1.461, -0.753, 0.726)
H (-0.943, 0.720, -0.538)
H (0.187, -0.664, -0.020)
H (-0.181, 0.392, 1.126)
O (-1.040, 0.478, -2.509)
H (-1.987, 0.265, -2.653)
H (-0.816, 1.017, -3.180)
O (2.078, 0.202, 2.766)
H (2.502, -0.292, 2.002)
H (1.403, -0.287, 3.162)
O (1.375, 3.398, 0.045)
H (0.440, 3.297, -0.129)
H (1.701, 4.249, -0.110)
O (-0.706, -3.254, -1.184)
H (0.263, -3.220, -1.196)
H (-1.045, -3.988, -0.538)
O (2.031, -2.397, -1.386)
H (2.285, -1.694, -1.961)
H (2.351, -3.159, -1.832)
O (-0.021, -2.909, 2.168)
H (-0.516, -2.675, 2.861)
H (-0.436, -3.718, 1.958)
O (1.904, 0.612, -0.630)
H (2.087, 1.466, -0.420)
H (1.806, 0.619, -1.569)
O (-3.075, 0.344, 1.162)
H (-3.774, 1.008, 0.950)
H (-2.694, 0.373, 2.001)
O (2.595, -2.106, 1.259)
H (1.776, -2.543, 1.566)
H (2.433, -1.962, 0.294)
O (-1.642, 3.116, -2.279)
H (-2.300, 2.733, -2.631)
H (-1.130, 2.270, -2.042)
O (-1.309, 2.780, 0.672)
H (-1.253, 3.614, 1.045)
H (-2.259, 2.711, 0.609)

Output
LUMO level in eV: -3.3
M in g/mol: 216.20
Energy above the lowest of the compared OMol25 structures with the same formula, charge and spin in kcal/mol: 97.8
Charge: +1


# 4
This record from the Open Molecules 2025 dataset describes 13 unconnected molecules or ions with the total composition H26O13. The level of theory is wB97M-V/def2-TZVPD.

Element x y z (Å)
H (-0.422, 0.522, -0.290)
H (0.908, -0.137, 0.036)
H (-1.719, 5.378, -0.275)
H (-1.587, 4.534, -1.532)
H (-2.857, -0.091, -1.552)
H (-2.040, 1.182, -1.702)
H (2.005, 1.666, -2.093)
H (2.382, 2.984, -1.438)
H (-2.261, -4.129, 2.281)
H (-2.626, -2.909, 1.451)
H (0.414, 2.312, 3.012)
H (1.842, 1.945, 2.644)
H (-0.934, 0.312, 3.125)
H (-0.569, 0.422, 1.654)
H (-2.275, -2.825, -2.055)
H (-1.636, -2.336, -3.344)
H (4.215, -0.508, -2.183)
H (3.152, -1.246, -1.387)
H (5.231, -0.284, 0.357)
H (5.606, 0.063, 1.789)
H (-0.955, -3.670, -0.324)
H (-0.778, -2.210, 0.060)
H (1.501, -1.176, 1.748)
H (2.396, -2.401, 1.650)
H (-5.168, 1.632, 1.781)
H (-4.296, 0.830, 0.829)
O (0.496, 0.477, -0.581)
O (-1.883, 4.491, -0.615)
O (-2.418, 0.457, -2.212)
O (2.342, 2.546, -2.295)
O (-2.228, -3.785, 1.382)
O (1.330, 2.556, 3.186)
O (-1.109, -0.090, 2.267)
O (-1.798, -2.076, -2.430)
O (3.985, -1.383, -1.852)
O (5.974, 0.006, 0.899)
O (-1.420, -2.825, -0.312)
O (1.699, -1.929, 1.180)
O (-4.910, 1.572, 0.854)

Output
LUMO level in eV: -0.9
M in g/mol: 234.19
Energy above the lowest of the compared OMol25 structures with the same formula, charge and spin in kcal/mol: 110.2
Charge: 0


# 5
This record from the Open Molecules 2025 dataset describes 13 unconnected molecules or ions with the total composition H26O13. The level of theory is wB97M-V/def2-TZVPD.

Element x y z (Å)
H (0.062, 0.025, -1.390)
H (0.383, 0.860, -0.161)
H (3.980, 1.012, -1.751)
H (4.360, 0.853, -3.215)
H (2.424, -1.440, 0.306)
H (3.927, -1.477, 0.083)
H (2.180, -1.574, -2.001)
H (0.799, -2.105, -1.653)
H (0.078, 0.005, 2.774)
H (0.105, -1.465, 3.159)
H (-2.889, 3.703, 0.800)
H (-2.496, 2.309, 1.262)
H (-2.230, -0.096, -1.648)
H (-1.189, -1.079, -1.138)
H (-0.712, 3.045, -1.661)
H (-1.539, 2.491, -2.810)
H (1.783, 0.692, 2.931)
H (2.444, -0.123, 1.831)
H (1.792, 3.547, 0.475)
H (1.264, 2.673, -0.650)
H (-0.107, -1.928, 1.303)
H (0.559, -2.787, 0.241)
H (-3.536, -2.183, -2.351)
H (-4.772, -2.007, -1.485)
H (-2.725, 0.163, 0.773)
H (-3.333, -0.109, 2.139)
O (0.794, 0.291, -0.822)
O (4.498, 0.458, -2.346)
O (3.230, -1.860, 0.628)
O (1.319, -1.293, -1.672)
O (-0.384, -0.648, 3.311)
O (-2.499, 3.230, 1.544)
O (-1.877, -0.475, -0.835)
O (-1.620, 2.844, -1.916)
O (2.130, -0.186, 2.740)
O (1.881, 2.668, 0.090)
O (-0.296, -2.611, 0.650)
O (-4.494, -2.292, -2.362)
O (-2.760, -0.502, 1.470)

Output
LUMO level in eV: -0.5
M in g/mol: 234.19
Energy above the lowest of the compared OMol25 structures with the same formula, charge and spin in kcal/mol: 120.0
Charge: 0


# 6
This record from the Open Molecules 2025 dataset describes 13 unconnected molecules or ions with the total composition H26O13. The level of theory is wB97M-V/def2-TZVPD.

Element x y z (Å)
H (1.387, 0.133, 0.744)
H (-0.021, 0.001, 0.186)
H (2.396, 2.266, 1.870)
H (1.050, 1.733, 2.334)
H (3.602, -0.085, 0.463)
H (2.738, 0.244, -0.743)
H (4.427, -1.597, 2.878)
H (5.587, -2.549, 3.119)
H (2.070, 3.826, -1.391)
H (1.252, 3.212, -2.516)
H (-0.026, 3.329, 0.185)
H (1.236, 2.529, -0.090)
H (-3.804, 3.502, 0.469)
H (-2.713, 2.444, 0.468)
H (-2.012, 0.777, -3.739)
H (-1.786, 1.558, -5.023)
H (-3.744, -1.659, 0.956)
H (-3.937, -0.601, 2.030)
H (-0.602, -3.114, 1.253)
H (0.032, -3.199, 2.632)
H (-0.221, -3.271, -0.364)
H (-0.667, -1.875, -0.766)
H (-2.171, 0.043, -2.250)
H (-0.763, -0.497, -2.060)
H (-2.706, -3.826, -0.510)
H (-1.496, -4.396, 0.212)
O (0.524, -0.248, 0.941)
O (1.697, 1.650, 1.624)
O (3.006, 0.589, 0.116)
O (5.380, -1.612, 3.027)
O (1.773, 3.992, -2.293)
O (0.817, 3.376, -0.280)
O (-3.577, 2.644, 0.092)
O (-1.582, 0.717, -4.599)
O (-3.260, -1.010, 1.479)
O (-0.823, -3.138, 2.191)
O (0.002, -2.542, -0.953)
O (-1.652, -0.546, -1.691)
O (-2.194, -3.737, 0.302)

Output
LUMO level in eV: -0.1
M in g/mol: 234.19
Energy above the lowest of the compared OMol25 structures with the same formula, charge and spin in kcal/mol: 118.1
Charge: 0


# 7
This record from the Open Molecules 2025 dataset describes 13 unconnected molecules or ions with the total composition H26O13. The level of theory is wB97M-V/def2-TZVPD.

Element x y z (Å)
H (-0.669, -0.270, 1.164)
H (0.282, 0.469, 0.238)
H (0.789, 1.657, -1.182)
H (1.130, 0.632, -2.251)
H (-0.418, 1.941, 2.267)
H (-1.854, 1.444, 2.291)
H (4.383, -2.515, -0.871)
H (3.837, -2.261, 0.525)
H (-2.344, 4.130, -1.422)
H (-2.929, 3.131, -0.437)
H (2.387, -0.554, 4.826)
H (2.192, -0.419, 3.325)
H (-1.282, -0.811, -3.568)
H (-1.369, -2.016, -2.645)
H (2.747, 2.260, 0.512)
H (1.926, 1.150, 1.148)
H (-0.747, -1.959, 0.919)
H (0.306, -2.113, 2.004)
H (0.105, -3.047, -0.518)
H (-0.792, -4.110, -1.131)
H (4.086, 1.780, -1.424)
H (4.188, 2.124, -2.901)
H (-5.221, -1.635, 0.466)
H (-4.495, -0.687, 1.407)
H (-3.853, -0.063, -1.643)
H (-2.888, 0.165, -0.492)
O (-0.555, -0.008, 0.243)
O (0.996, 1.578, -2.120)
O (-1.187, 1.868, 2.843)
O (3.822, -1.910, -0.373)
O (-2.436, 3.959, -0.478)
O (2.655, -0.020, 4.070)
O (-0.794, -1.279, -2.881)
O (2.257, 1.458, 0.297)
O (0.176, -1.765, 1.115)
O (-0.001, -3.588, -1.309)
O (3.677, 2.322, -2.108)
O (-4.415, -1.551, 0.987)
O (-3.692, 0.517, -0.891)

Output
LUMO level in eV: -0.4
M in g/mol: 234.19
Energy above the lowest of the compared OMol25 structures with the same formula, charge and spin in kcal/mol: 104.3
Charge: 0


# 8
This record from the Open Molecules 2025 dataset describes a molecular structure, H26O13. The level of theory is wB97M-V/def2-TZVPD.

Element x y z (Å)
H (-0.058, 0.594, -0.411)
H (0.727, 0.686, 0.960)
H (3.131, 1.258, -3.461)
H (2.989, 0.146, -2.475)
H (1.129, -0.926, 2.056)
H (2.446, -0.628, 2.757)
H (4.387, 1.355, 1.159)
H (4.054, 2.706, 0.630)
H (2.053, 0.063, -0.083)
H (1.520, -1.108, -0.965)
H (1.115, -3.873, -0.452)
H (-0.023, -2.976, -0.891)
H (-2.204, -1.477, 0.170)
H (-3.612, -1.412, 0.491)
H (-2.897, 0.748, -2.172)
H (-1.805, -0.416, -2.364)
H (-2.282, 2.447, 1.082)
H (-0.855, 2.237, 0.332)
H (-1.071, 0.669, 3.674)
H (-1.983, -0.232, 2.934)
H (-0.428, -4.399, 2.101)
H (0.557, -3.237, 1.987)
H (0.505, 1.796, -3.457)
H (-0.312, 2.936, -2.816)
H (-3.088, 1.176, 0.533)
H (-4.109, 1.528, -0.417)
O (0.523, 1.128, 0.059)
O (3.187, 1.103, -2.535)
O (1.920, -1.365, 2.393)
O (4.146, 2.260, 1.444)
O (1.442, -0.114, -0.757)
O (0.638, -3.511, -1.293)
O (-3.067, -1.698, -0.186)
O (-2.284, 0.099, -1.715)
O (-1.320, 2.569, 1.194)
O (-1.416, 0.612, 2.808)
O (0.167, -3.903, 1.487)
O (-0.207, 2.427, -3.571)
O (-3.617, 0.731, -0.230)

Output
LUMO level in eV: -0.4
M in g/mol: 234.19
Energy above the lowest of the compared OMol25 structures with the same formula, charge and spin in kcal/mol: 211.5
Charge: 0